# 1
An isolated ion of composition C6H14NS and charge +1, computed with wB97M-V/def2-TZVPD.

Element x y z (Å)
S -1.046 1.514 -1.415
H -2.749 0.331 0.520
H -1.395 0.848 1.385
H 1.174 1.878 -1.980
H -2.127 -1.342 -1.969
H -1.687 -1.049 1.219
H 2.288 -0.723 1.046
C -1.148 -1.280 -1.417
N 0.672 -0.016 -0.051
C 1.139 1.368 0.200
H 0.542 3.256 -0.936
H -1.340 -2.222 -0.813
C -1.718 -0.021 0.790
H 0.807 1.682 1.241
C 1.153 -0.864 1.022
H -0.341 -1.229 -2.179
H 2.329 1.376 0.032
H 0.986 -1.975 0.939
H 0.660 -0.682 2.003
C -0.863 -0.059 -0.415
C 0.690 2.120 -1.023
H 0.941 -0.298 -0.940

Results
- 2S+1: 3
- Relative energy (zero: lowest compared OMol25 entry of this formula, charge and spin): 87.2 kJ/mol
- Total charge: +1
- HOMO (spin up / spin down): -8.5 / -15.3 eV
- Orbital gap (spin up / spin down): 5.5 / 8.8 eV
- E_LUMO (spin up / spin down): -2.917 / -6.497 eV

***

# 2
C5H8 as an isolated structure, computed with wB97M-V/def2-TZVPD.

Element x y z (Å)
H 0.014 -0.413 -2.006
H -0.953 -1.799 -0.026
C 1.676 -0.142 -0.593
H -0.708 1.077 1.924
C -1.241 -0.803 0.302
H 0.297 2.204 0.727
H -1.966 -0.647 -0.514
H 2.146 -1.135 -0.627
H 2.329 0.676 -0.375
C -0.102 1.254 1.053
C -0.199 0.276 0.084
C 0.467 0.171 -1.210
H -1.759 -0.719 1.259

Results
- Relative energy (zero: lowest compared OMol25 entry of this formula, charge and spin): 411.1 kJ/mol
- Total charge: 0
- HOMO: -7.3 eV
- Orbital gap: 7.3 eV
- E_LUMO: 0.010 eV

***

# 3
C17H39BrF4O18P3Si2 as an isolated structure, computed with wB97M-V/def2-TZVPD.

Element x y z (Å)
F -2.060 1.913 0.732
H 3.276 -2.556 -6.286
C 1.790 -1.912 2.695
C 1.567 1.352 1.051
F -2.706 0.141 -0.875
O -6.654 0.073 -3.898
H 3.255 0.716 9.223
C -6.426 -2.328 -6.320
C 4.286 0.660 4.943
H -5.305 0.955 -2.594
H 2.796 -2.678 -7.994
H -4.864 0.431 1.675
F -4.236 1.864 -0.250
H 4.411 0.629 -5.712
H 4.051 1.726 4.970
C 3.384 0.799 -5.381
H 3.907 -1.392 -7.482
H -3.748 0.708 -8.017
H -1.595 -3.494 1.345
O 6.325 0.427 7.944
P -5.470 -0.161 -5.137
H -0.105 1.282 5.100
C 1.287 2.114 3.352
O -4.720 -1.179 -4.267
O 0.821 -0.746 -3.730
O 1.939 -1.115 -6.984
H -3.484 0.122 3.520
H 3.177 -0.223 0.287
Si -1.747 -2.122 1.825
H 2.463 0.341 7.677
O 2.178 1.411 2.412
H 1.846 2.299 0.393
O -3.004 0.568 2.749
H -6.605 -2.485 -7.386
O 2.742 -3.064 2.735
H -0.820 -0.800 -2.511
H 4.683 0.406 3.960
H 8.066 2.588 7.922
C 7.363 2.742 8.750
C 2.019 -0.034 0.232
H -5.486 0.747 -7.643
H -3.860 -1.889 0.279
C -0.130 1.551 3.959
H 3.392 1.544 -4.579
H 1.650 0.087 -0.894
H -5.913 -0.671 -2.118
O -4.285 -0.395 -6.376
O 0.556 0.284 -5.807
H 4.011 -0.418 8.073
Br -1.629 -2.192 4.108
C -3.568 -1.542 1.373
H -0.407 0.551 3.378
H 3.374 0.081 5.113
C 3.038 -1.986 -7.186
O 6.027 2.717 8.280
H -0.840 0.484 -3.732
H 0.405 1.413 1.224
O 2.873 -0.421 -4.877
O -0.676 -0.957 1.060
O 1.603 -1.225 3.827
O 1.657 3.367 3.709
H -6.969 0.745 -1.993
C -3.728 0.105 1.554
H 2.813 1.186 -6.228
H -0.980 2.342 3.697
H -4.296 -2.079 2.133
C 3.428 0.501 8.164
C -4.595 0.119 -7.660
H -1.138 -1.226 -4.211
C -0.572 -0.560 -3.548
H -5.421 -2.688 -6.088
O 4.052 1.618 7.558
Si 0.986 -1.528 0.980
P 5.633 1.511 7.104
F 1.059 -2.896 -0.150
H -4.752 -0.719 -8.345
H 7.506 1.981 9.522
H -7.158 -2.909 -5.751
C -3.143 0.964 0.277
P 1.380 -0.931 -5.357
O 5.240 0.304 5.929
H 7.554 3.721 9.197
C -6.172 0.284 -2.583
O -6.602 -0.952 -6.038

Results
- Total charge: -1
- HOMO: -4.9 eV
- Orbital gap: 3.5 eV
- E_LUMO: -1.409 eV

***

# 4
C3H3Cl2FeInNO3 as an isolated structure, computed with wB97M-V/def2-TZVPD.

Element x y z (Å)
C 1.371 2.080 0.527
In 2.130 -0.300 0.815
Fe -2.030 0.353 -1.880
H 0.485 -0.938 3.071
Cl -1.571 0.925 0.553
C 0.611 -0.925 -0.828
O 0.868 1.082 -2.126
N 0.327 -1.049 2.069
O 0.145 -2.043 -0.735
H 0.154 -2.033 1.860
Cl -3.191 0.031 -3.641
C 0.182 0.165 -1.706
O 1.002 3.126 0.268
H -0.482 -0.475 1.754

Results
- 2S+1: 6
- Total charge: +4
- HOMO (spin up / spin down): -26.9 / -26.9 eV
- Orbital gap (spin up / spin down): 5.7 / 5.2 eV
- E_LUMO (spin up / spin down): -21.253 / -21.710 eV

***

# 5
C21H23IrN6OS2 as an isolated structure, computed with wB97M-V/def2-TZVPD.

Element x y z (Å)
H -0.216 3.069 5.422
H -4.770 -3.934 1.101
H -2.272 1.960 1.817
S -2.220 -0.123 -0.565
Ir 0.000 0.206 -0.001
H -1.382 0.311 -3.884
H 1.015 3.142 0.375
H -2.309 3.061 4.061
C -1.544 -3.246 1.749
C 1.544 -0.686 -2.522
H -1.624 -2.123 -4.175
H -0.087 2.188 -3.298
C 1.413 -2.059 -2.685
H -0.865 3.700 -1.751
C -0.595 -0.354 -3.548
N -1.428 -2.106 1.027
C -3.821 -3.418 1.083
H -4.496 -1.843 -0.204
C 1.295 2.872 -0.642
N 1.917 0.167 0.938
H 2.252 2.360 -0.636
C -2.726 -3.923 1.798
H 2.215 -2.718 -2.378
H 2.811 0.456 2.752
C 0.259 -2.577 -3.251
C -0.239 2.603 4.446
H 4.889 -1.865 -1.508
H -0.636 -3.540 2.253
C 0.893 1.986 3.937
H 4.796 -2.244 0.188
N 0.254 1.978 -1.205
C 1.952 0.662 2.123
H 0.154 -3.648 -3.368
C 0.605 1.658 -2.645
H -1.309 2.969 -0.190
H -2.794 -4.829 2.382
C -1.388 1.999 2.444
C 3.435 -0.879 -0.467
H -1.794 2.185 -1.703
H 1.600 2.051 -2.844
N -0.300 1.423 1.949
H 1.373 3.783 -1.242
C -2.449 -1.580 0.327
N 2.967 -0.703 0.715
C 0.525 0.183 -2.927
S 3.084 0.025 -1.974
C -0.736 -1.723 -3.705
C -1.010 2.758 -1.214
C -1.402 2.604 3.692
C -3.677 -2.264 0.361
O -0.211 -1.535 1.038
C 0.822 1.401 2.681
N 4.414 -1.791 -0.627
H 1.815 1.948 4.502

Results
- 2S+1: 2
- Relative energy (zero: lowest compared OMol25 entry of this formula, charge and spin): 64.9 kJ/mol
- Total charge: +1
- HOMO (spin up / spin down): -9.7 / -10.0 eV
- Orbital gap (spin up / spin down): 6.5 / 6.8 eV
- E_LUMO (spin up / spin down): -3.267 / -3.243 eV

***

# 6
A 3-piece molecular cluster, C3H11NO2 overall, computed with wB97M-V/def2-TZVPD.

Element x y z (Å)
H 1.497 -2.753 -1.902
H -0.786 5.190 -2.902
O 1.598 -2.480 -2.827
O -0.807 6.041 -3.345
H 2.125 -3.183 -3.220
C 0.115 -0.149 1.241
H 1.766 0.314 2.311
H -1.947 -2.496 2.446
H 2.066 -0.110 0.749
H 0.099 6.262 -3.596
C -1.786 -1.694 1.729
N 1.424 0.370 1.360
H -2.689 -1.088 1.757
H -1.644 -2.149 0.751
C -0.527 -0.944 2.090
H -0.232 -1.014 3.130
H -0.272 -0.117 0.226

Results
- Relative energy (zero: lowest compared OMol25 entry of this formula, charge and spin): 98.8 kJ/mol
- Total charge: 0
- SMILES: C/C=C/N.O.O
- HOMO: -8.4 eV
- Orbital gap: 9.0 eV
- E_LUMO: 0.652 eV

***

Q: Which of these has the highest total charge?
A: C3H3Cl2FeInNO3

***

Q: Number 1 is which compound?
A: C6H14NS

***

Q: The highest total charge belongs to which entry?
A: C3H3Cl2FeInNO3

***

Q: Look up the total charge of the second one.
A: 0